Density functional theory data (the ωB97M-V functional and the def2-TZVPD basis) for a structure of composition C59H73N11O3 in a non-equilibrium geometry.

```
146
Properties=species:S:1:pos:R:3:forces:R:3
C -1.1114 1.5086 6.6123 0.37 1.20 -0.06
C -1.7419 2.5368 5.5994 -1.58 0.23 0.43
C -2.3826 1.8738 4.3439 -1.54 0.17 0.41
C -3.8248 1.5773 4.3833 2.10 -0.29 -1.69
C -4.5078 0.9960 3.2058 1.88 1.00 1.05
C -3.7384 0.7134 2.0898 -0.33 2.20 -0.69
C -2.2594 0.9807 2.0337 -1.05 1.94 1.49
C -1.5715 1.5944 3.1824 -1.73 0.48 -2.16
C -0.1209 1.8998 3.0246 -0.06 0.08 -0.32
O 0.4810 2.6306 3.7892 -0.17 -0.23 -0.19
C 0.6599 1.2975 1.8045 0.49 -0.76 -1.20
C 2.0936 1.2987 1.7525 -0.12 0.03 -0.53
N 2.9003 1.8203 2.8514 -0.07 -0.70 -0.43
C 2.8229 0.7859 0.6118 -0.77 -0.47 -0.20
C 4.3615 0.8636 0.6148 -0.20 0.79 -0.19
C 4.8898 2.1831 0.3945 1.30 -0.63 -0.03
C 6.2990 2.4194 0.3462 -1.04 -1.62 0.36
C 7.1570 1.2920 0.5356 -0.86 0.52 -0.22
C 6.6321 -0.0099 0.7311 0.11 0.06 0.25
C 5.2233 -0.2579 0.7826 0.71 1.57 -0.18
C 2.1473 0.2428 -0.5323 -0.01 0.43 1.91
C 2.9736 -0.2415 -1.7301 -1.30 0.74 -0.82
C 3.0070 0.8930 -2.8201 0.41 0.30 -0.23
C 4.0197 0.6073 -3.9826 0.18 0.61 -0.12
C 3.3859 0.6157 -5.4069 0.31 -1.09 -0.01
C 2.0854 -0.2577 -5.5487 -0.26 0.91 -1.14
C 1.0286 0.5233 -6.4249 -0.21 -0.21 0.45
C 0.0391 1.3919 -5.5786 0.50 0.04 -0.22
C 0.6233 2.8000 -5.1799 -0.44 -0.79 -0.04
O -0.4215 3.7775 -5.1808 0.60 -0.16 0.70
C -1.2921 3.5743 -4.0673 -0.40 -0.07 -0.24
C 0.7077 0.2007 -0.4737 0.69 -0.08 -0.73
C -0.0276 -0.3869 -1.7134 -0.92 0.55 0.95
C -0.7344 -1.7235 -1.4072 -0.38 -1.05 -0.18
C -2.0100 -1.9619 -2.0101 -0.20 -0.30 0.08
C -2.7844 -3.1254 -1.8172 1.39 -0.70 1.11
C -2.2355 -4.1738 -0.9357 -0.65 1.27 -1.12
C -3.0847 -5.4526 -0.6700 0.22 0.69 0.25
C -0.9613 -3.9459 -0.3651 -0.32 0.27 -0.25
C -0.1984 -2.7446 -0.5845 -1.23 -0.10 -0.39
C -0.0142 0.7069 0.6525 0.72 0.27 0.78
C -1.5217 0.6565 0.7036 -0.63 0.49 0.63
O -2.2412 0.3888 -0.2339 0.37 0.09 -0.11
H -0.0163 1.7032 6.6659 -0.61 -0.59 -0.21
H -1.3474 0.4682 6.3260 0.22 0.49 0.30
H -1.4885 1.7565 7.6300 0.10 -0.51 -0.67
H -1.0519 3.3653 5.3412 -0.29 -0.88 -0.01
H -2.5896 3.0465 6.1497 0.75 -0.60 -0.62
H -4.4215 1.8217 5.2739 0.54 -0.07 -0.36
H -5.6045 0.8143 3.2400 1.09 0.03 -0.14
H -4.2661 0.2792 1.2223 0.79 0.28 0.36
H 3.5864 1.0827 3.0376 -0.06 0.36 0.08
H 3.4654 2.5829 2.4772 -0.17 -0.05 0.22
H 4.2173 3.0434 0.2348 0.20 -0.65 0.13
H 6.6861 3.4375 0.1857 -0.16 -0.68 0.08
H 8.2414 1.4751 0.5042 -0.55 -0.35 0.08
H 7.3653 -0.8503 0.8748 -1.06 0.92 -0.19
H 4.8237 -1.2735 0.9274 0.25 0.65 -0.11
H 2.4290 -1.1013 -2.1769 0.73 0.23 0.28
H 4.0123 -0.5239 -1.4927 -0.68 0.05 0.17
H 3.2910 1.8761 -2.3741 -0.22 -0.75 0.03
H 1.9953 1.0664 -3.2566 0.60 -0.27 0.46
H 4.7937 1.4131 -3.9742 -0.44 -0.57 0.05
H 4.5855 -0.3364 -3.8115 -0.65 0.46 -0.15
H 3.2118 1.6379 -5.8105 0.03 -0.52 0.65
H 4.1424 0.1658 -6.0951 -0.45 0.43 0.40
H 1.6093 -0.5049 -4.5788 0.43 -0.03 -0.49
H 2.3118 -1.1904 -6.1049 0.02 0.38 0.67
H 0.4379 -0.2031 -7.0286 0.35 0.47 0.40
H 1.5699 1.1897 -7.1370 -0.39 -0.52 0.32
H -0.2853 0.7989 -4.6930 0.16 0.44 -0.44
H -0.8700 1.5946 -6.1820 0.48 -0.03 0.28
H 1.4051 3.0707 -5.9226 -0.70 0.20 0.43
H 1.0847 2.7929 -4.1639 -0.11 -0.08 -0.64
H -2.0413 2.7936 -4.3385 0.27 0.50 0.35
H -1.7958 4.5370 -3.8408 0.28 -0.64 -0.18
H -0.7530 3.2204 -3.1568 -0.13 0.29 -0.52
H 0.6040 -0.4218 -2.6183 -0.13 -0.22 0.68
H -0.8421 0.3414 -1.9382 0.58 -0.59 -0.06
H -2.4314 -1.1623 -2.6450 0.28 -0.45 0.38
H -3.7819 -3.2533 -2.3140 1.18 0.11 0.63
H -2.9142 -6.2572 -1.4146 0.14 0.47 0.44
H -4.1683 -5.2144 -0.7167 0.73 0.00 0.01
H -2.8793 -5.8284 0.3550 -0.01 0.02 -0.66
H -0.5519 -4.7512 0.2778 -0.11 0.60 -0.40
H 0.7778 -2.6192 -0.0946 -0.60 -0.07 -0.40
C 6.6394 -1.9369 -2.0940 -0.38 -0.03 -0.55
C 5.8184 -2.5535 -3.1520 0.14 0.06 0.16
N 5.1780 -3.0346 -3.9772 0.16 0.10 0.18
H 6.1896 -2.1135 -1.1215 -0.02 -0.01 -0.07
H 7.6385 -2.3657 -2.1046 -0.03 0.03 -0.03
H 6.7134 -0.8621 -2.2618 -0.04 -0.02 -0.02
C -1.6229 -3.2143 3.3982 -0.16 0.26 -0.08
C -1.9007 -1.8163 3.0439 0.08 -0.36 -0.05
N -2.1221 -0.7218 2.7616 1.56 -5.56 1.52
H -0.6071 -3.3031 3.7797 -0.10 0.02 0.06
H -2.3223 -3.5472 4.1645 0.02 0.04 -0.01
H -1.7317 -3.8440 2.5146 0.00 0.08 -0.03
C 3.5462 4.0157 5.7982 0.36 0.23 0.05
C 4.8064 4.7338 6.0626 -0.19 -0.10 -0.01
N 5.7895 5.2931 6.2687 -0.22 -0.14 -0.06
H 2.7492 4.4256 6.4164 0.02 0.00 -0.02
H 3.2719 4.1201 4.7499 -0.05 -0.07 0.04
H 3.6667 2.9587 6.0287 -0.01 0.02 -0.04
C -1.4792 4.1077 0.0071 -0.04 0.35 -0.18
C -1.6400 5.4006 -0.6816 0.04 -0.19 0.10
N -1.7649 6.4091 -1.2192 0.02 -0.24 0.11
H -1.6935 4.2228 1.0695 0.00 -0.02 -0.03
H -2.1661 3.3752 -0.4169 0.00 0.02 0.02
H -0.4570 3.7484 -0.1126 -0.01 0.01 0.01
C -6.8892 -1.5811 -0.0172 0.01 0.24 0.29
C -7.1559 -0.9141 1.2688 0.04 -0.12 -0.19
N -7.3640 -0.3939 2.2735 0.00 -0.16 -0.29
H -7.5753 -1.2039 -0.7811 0.21 -0.18 0.36
H -5.8629 -1.3845 -0.3293 0.01 -0.03 0.07
H -7.0286 -2.6563 0.0878 0.01 0.03 0.02
C -7.2409 -6.7525 -2.4755 0.24 0.30 -0.04
C -6.3501 -5.5924 -2.6488 -0.16 -0.16 -0.01
N -5.6548 -4.6874 -2.7839 -0.29 -0.23 0.00
H -8.2005 -6.4252 -2.0782 0.03 0.01 -0.01
H -7.4005 -7.2421 -3.4348 0.02 0.03 0.02
H -6.7917 -7.4630 -1.7830 0.01 0.03 -0.02
C 2.3198 -3.3111 2.8297 0.14 0.06 -0.34
C 2.7316 -3.0813 1.4360 0.01 -0.07 0.26
N 3.0539 -2.9015 0.3476 0.05 -0.08 0.26
H 1.2376 -3.2263 2.9115 0.08 0.03 -0.09
H 2.6254 -4.3073 3.1462 0.00 0.02 -0.03
H 2.7857 -2.5713 3.4795 -0.02 0.00 -0.03
C -5.7742 4.9672 5.8087 0.27 -0.10 0.36
C -4.9786 4.6707 7.0162 -0.10 0.05 -0.14
N -4.3559 4.4434 7.9564 -0.20 0.05 -0.31
H -6.2616 5.9351 5.9157 0.03 -0.03 0.02
H -5.1220 4.9888 4.9366 -0.01 -0.03 0.03
H -6.5332 4.1991 5.6680 0.04 0.01 0.01
C -8.2221 1.1230 -3.8391 -0.11 -0.24 0.26
C -8.6653 0.1545 -2.8221 0.00 0.15 -0.18
N -9.0109 -0.6018 -2.0281 -0.14 0.33 -0.48
H -7.1727 1.3686 -3.6827 -0.03 -0.02 0.02
H -8.3442 0.6962 -4.8333 0.00 -0.01 0.04
H -8.8160 2.0327 -3.7660 0.01 -0.04 0.02
C 8.9750 -5.0193 -0.7188 -0.23 0.27 0.15
C 8.1706 -3.9920 -0.0354 0.16 -0.23 0.06
N 7.5432 -3.1900 0.4975 0.26 -0.42 0.03
H 9.2822 -5.7825 -0.0057 -0.02 0.04 0.00
H 8.3860 -5.4848 -1.5081 -0.01 0.03 0.03
H 9.8616 -4.5633 -1.1571 -0.03 0.00 0.02
```
Forces are in eV/Å.

Calculated values
Lowest unoccupied orbital energy   -0.54 eV
Total charge   0
2S+1   1
Molecular weight   984.31 g mol⁻¹
Electronic energy   -3119.76854 Ha
HOMO energy   -7.117 eV

Here are the Mulliken charges for atoms 1 to 2, given in e: -1.0755, -0.3051